No. 1
Entry from the OMol25 dataset: a 11-piece molecular cluster, C20H46Cl2N6O24 overall (ωB97M-V/def2-TZVPD).

The geometry in XYZ format:
```
98
Properties=species:S:1:pos:R:3:forces:R:3
C 0.904 1.353 23.782 -0.9978 1.6359 0.8076
N -0.006 0.200 23.513 0.3732 -2.5536 -1.3475
O -1.040 0.409 22.897 0.5470 0.6432 0.6564
O 0.337 -0.954 23.820 0.0998 2.0037 0.2086
H 0.840 1.544 24.854 0.2449 -0.3559 0.0871
H 0.408 2.222 23.349 0.0097 -0.2210 -0.2375
H 1.947 1.380 23.468 -0.2819 -1.1545 -0.1864
C -19.790 -2.425 14.103 0.3368 -0.7935 -0.4949
N -18.548 -2.972 14.781 1.3563 -0.1850 1.4950
O -18.731 -3.789 15.698 0.1468 1.2436 -1.6576
O -17.422 -2.526 14.477 -2.5929 -0.7663 0.1690
H -20.549 -3.206 14.056 0.2819 -0.1211 0.3666
H -19.514 -2.207 13.071 0.0589 0.5415 0.3243
H -20.190 -1.600 14.693 0.4289 0.0751 -0.1991
C -4.157 -1.221 10.408 0.2791 -0.6227 -0.1089
N -3.837 -1.641 9.005 1.9602 -2.1118 -0.9531
O -4.441 -1.158 8.085 -0.5082 0.7446 0.1896
O -2.990 -2.552 8.822 -1.3139 1.7083 1.0823
H -3.613 -1.904 11.061 -0.3110 -0.0190 -0.1052
H -5.239 -1.340 10.450 0.1689 0.2791 0.3821
H -3.805 -0.211 10.623 -0.2789 0.0153 -0.4807
C -13.043 -5.565 19.813 0.8891 -0.7233 0.5436
N -12.118 -6.600 19.203 0.0150 -1.7268 -0.6639
O -12.247 -6.843 18.033 -0.6392 0.9020 -1.4081
O -11.382 -7.313 19.869 -0.3389 1.3735 1.3393
H -12.406 -5.089 20.560 -0.5123 0.2201 0.0523
H -13.821 -6.184 20.260 0.0707 0.2220 0.2252
H -13.490 -4.896 19.077 0.5279 -0.2585 -0.0958
C -5.825 -12.741 19.679 -0.1817 1.5912 -0.9259
N -4.972 -13.636 20.388 -0.5402 -2.0917 -0.1469
O -5.474 -14.107 21.395 1.1528 -0.0771 0.2802
O -3.968 -13.999 19.799 0.2278 -0.0425 1.0251
H -6.600 -13.338 19.198 0.0024 0.0938 0.1838
H -5.167 -12.307 18.926 -0.5351 0.4485 0.0249
H -6.230 -12.050 20.418 -0.1297 0.0805 -0.4430
C -8.047 -1.059 24.965 0.9308 0.1294 0.3377
N -8.828 -0.068 24.154 -0.3315 -0.0266 -0.6443
O -8.326 1.023 23.886 -0.6006 -1.4367 0.4693
O -9.951 -0.445 23.828 1.0085 0.6581 0.2254
H -8.273 -0.842 26.009 -0.2135 -0.1781 -0.1024
H -6.973 -0.917 24.844 -0.1803 0.4591 -0.2371
H -8.249 -2.095 24.695 -0.6135 0.3940 -0.0538
C -9.169 -1.170 16.248 0.2443 -2.1131 -1.7272
O -8.682 -1.829 17.440 -1.5668 1.4404 0.4636
C -7.580 -2.545 17.463 3.0980 1.0897 -2.8275
O -6.703 -2.594 16.580 -2.2062 -0.0947 1.3669
O -7.459 -3.062 18.649 0.2518 -1.6100 1.6708
C -6.309 -3.900 18.947 0.8525 0.5401 -0.1494
H -8.440 -0.617 15.657 0.3053 -0.0149 0.6024
H -10.119 -0.635 16.253 0.3369 0.3266 1.6465
H -9.479 -2.024 15.645 0.2659 0.0029 -0.6265
H -5.800 -4.292 18.066 -0.7090 -0.1568 -0.2215
H -6.552 -4.678 19.670 -0.5978 0.1270 -0.3614
H -5.518 -3.310 19.410 -0.2815 0.4609 0.1568
C -13.906 -6.189 10.355 0.0138 0.7383 1.4080
O -14.439 -5.841 9.085 0.3261 -0.2087 0.1055
C -15.763 -5.688 8.883 -0.2053 -0.5732 0.9476
O -16.675 -5.622 9.667 0.7111 -0.0041 0.4089
O -15.902 -5.661 7.587 0.8860 -0.1226 -1.9375
C -17.163 -5.624 6.989 -1.6725 0.6813 -0.0988
H -14.576 -5.867 11.152 -0.2806 -0.4100 -0.0549
H -12.983 -5.658 10.587 -0.0099 0.5443 -0.7686
H -13.580 -7.220 10.490 -0.7875 -0.3249 -0.5873
H -17.852 -5.022 7.582 0.0095 -0.0315 0.1201
H -17.639 -6.593 6.835 0.4234 -0.3100 0.3406
H -17.119 -5.160 6.004 0.5744 0.0270 0.1221
C -8.716 4.692 10.915 -0.0855 0.7814 -0.0700
O -8.811 3.627 9.913 1.8940 1.5800 1.5477
C -9.921 2.993 9.806 -4.6508 -0.2762 -1.6987
O -11.012 3.290 10.305 2.1588 -0.8305 -0.1587
O -9.801 2.082 8.789 1.4715 0.5658 0.8259
C -10.951 1.382 8.362 -0.4001 0.5027 -0.1308
H -8.474 4.346 11.920 0.3504 -0.5044 -0.3706
H -9.573 5.346 11.078 -0.8023 -0.7908 -0.6171
H -8.001 5.428 10.546 0.5310 -0.6837 -0.0441
H -11.713 2.129 8.142 -0.5461 -0.3337 0.6689
H -11.172 0.622 9.112 -0.6141 0.1560 -0.2035
H -10.781 0.930 7.385 0.6952 -0.1676 0.2564
C 0.551 0.751 16.690 0.2463 0.0129 2.1319
O 1.714 1.069 15.986 1.0120 0.0806 -1.7075
C 2.532 1.982 16.531 -1.3334 0.7755 2.4078
O 2.426 2.403 17.697 0.7315 -0.7740 -2.6963
O 3.354 2.369 15.584 0.0844 -0.6856 -1.0648
C 4.371 3.328 15.817 -0.5944 0.2060 1.3876
H -0.072 1.643 16.751 -0.3147 -0.2806 0.0232
H 0.948 0.508 17.676 -0.7991 0.0500 0.4954
H 0.032 -0.145 16.353 0.3149 0.3571 -0.7390
H 5.000 2.935 16.615 0.4615 0.1700 -0.2855
H 3.869 4.206 16.223 0.3056 0.3206 -0.1817
H 4.881 3.535 14.876 -0.1165 -0.2336 0.2427
Cl -4.525 -8.747 12.716 -0.1123 -0.8777 0.4596
C -4.035 -8.751 10.958 -1.5587 0.7718 1.1443
C -4.394 -10.033 10.228 0.8491 -0.6380 0.4115
Cl -3.499 -10.191 8.687 -0.0115 0.3010 -0.1054
H -3.015 -8.396 11.101 -0.1152 -0.3177 -1.1995
H -4.795 -8.008 10.714 1.0059 0.4466 -1.0480
H -5.454 -10.110 9.987 0.1531 0.1949 0.2139
H -4.079 -10.910 10.794 -0.2088 0.1199 0.1219
```
Positions in Å, forces in eV/Å.

LUMO energy in eV: -0.02
Spin multiplicity: 1
HOMO-LUMO gap in eV: 10.596
HOMO in eV: -10.6
DFT total energy in a.u.: -3843.62379
SMILES string: C[N+](=O)[O-].C[N+](=O)[O-].C[N+](=O)[O-].C[N+](=O)[O-].C[N+](=O)[O-].C[N+](=O)[O-].COC(=O)OC.COC(=O)OC.COC(=O)OC.COC(=O)OC.ClCCCl

=====

No. 2
Entry from the OMol25 dataset: a 8-piece molecular cluster, C20H46F6N6O7P overall (ωB97M-V/def2-TZVPD).

The geometry in XYZ format:
```
86
Properties=species:S:1:pos:R:3:forces:R:3
P -3.276 2.174 0.141 0.0958 -2.1687 -0.7310
F -2.192 2.412 -1.114 -0.8961 -0.0675 1.4821
F -4.178 3.388 -0.407 0.8426 0.8971 0.7371
F -4.251 1.227 -0.819 1.5051 -0.2978 -0.3971
F -4.416 1.816 1.256 1.2877 0.7357 0.8801
F -2.340 0.782 0.589 -1.3280 2.0776 -0.3886
F -2.365 3.118 1.208 -1.4321 -1.1804 -1.5674
O 2.356 3.693 -6.527 0.4618 0.2245 1.4501
C 2.375 4.911 -6.539 -1.9802 -1.0153 -2.3529
N 2.116 5.769 -5.539 -0.0798 0.6190 2.2290
C 2.286 5.559 -7.892 1.1384 0.7333 -0.9092
H 1.725 5.479 -4.654 0.4419 -0.5976 -0.0989
H 2.316 6.759 -5.530 -0.0152 -0.2908 -0.7636
H 3.294 5.855 -8.185 0.0978 0.5827 -0.0247
H 1.606 6.411 -7.890 0.2188 0.0532 -0.0658
H 2.023 4.881 -8.704 -0.3075 -0.3236 0.5452
O -5.231 4.673 -6.467 2.1619 0.7247 0.1796
C -4.040 4.598 -6.091 -3.0726 0.0891 0.6208
N -3.451 3.398 -6.121 1.9321 -1.2610 -0.0121
C -3.274 5.770 -5.444 -0.4089 -0.3748 -1.4352
H -2.549 3.202 -5.711 -0.0740 0.5039 0.0336
H -3.805 2.594 -6.620 -0.6436 0.5497 0.0972
H -3.968 6.608 -5.380 0.0079 -0.2402 0.4939
H -2.556 6.078 -6.204 0.3795 0.0247 0.0752
H -2.741 5.526 -4.525 -0.2955 -0.0292 -0.0199
O 1.172 0.570 7.596 0.9365 -1.9224 0.4338
C 0.529 1.235 6.835 -1.5889 1.3630 0.4304
N -0.375 0.747 5.946 -0.0529 0.1184 -0.3620
C 0.672 2.723 7.052 0.8912 1.0893 -0.9338
H -0.912 1.347 5.337 0.1922 -0.0799 0.1745
H -0.530 -0.249 5.875 0.2140 0.2050 0.0609
H -0.110 3.477 6.957 -0.7805 -0.7179 0.3653
H 1.328 3.120 6.277 0.5174 -0.2281 -0.1856
H 1.233 2.814 7.982 -0.3462 0.1735 -0.0438
O -12.088 0.549 0.028 -3.0308 -0.0165 -1.3232
C -11.101 1.168 0.279 0.8162 0.6209 0.5926
N -10.171 0.476 0.942 2.1472 1.5305 0.5545
C -10.870 2.688 -0.134 0.0313 -2.6062 0.2322
H -9.354 1.024 1.169 0.2764 -0.8708 0.4748
H -10.398 -0.434 1.317 0.2334 0.3108 -0.1428
H -9.817 2.959 -0.212 -0.0593 -0.0941 -0.0087
H -11.366 3.328 0.595 -0.2441 -0.0211 -0.4171
H -11.325 2.575 -1.118 -0.1301 1.1446 0.0237
O 5.305 1.550 0.789 7.0903 -0.4926 -0.1090
C 4.194 1.893 0.785 -0.2129 1.4668 -3.6577
N 3.432 1.330 1.640 -5.8582 -1.4252 3.5031
C 3.668 2.723 -0.366 -1.9560 0.0219 -0.1463
H 3.744 0.851 2.473 0.6058 0.0658 -0.5968
H 2.454 1.171 1.445 -0.0532 0.4997 0.1827
H 2.644 2.362 -0.468 -0.4294 0.4263 -0.2839
H 4.100 2.570 -1.355 0.6715 -0.4736 0.5093
H 3.610 3.806 -0.251 0.0935 -0.0931 0.5961
C 5.220 -3.660 5.785 0.2766 1.5362 0.3998
C 4.075 -4.604 5.773 2.0010 -0.7299 -1.0545
N 3.650 -4.758 4.381 -0.2691 -0.6709 0.4765
C 4.635 -5.455 3.436 -0.7615 -0.2405 -0.0329
C 5.342 -6.735 3.923 -0.5428 0.0923 1.0939
C 2.343 -5.394 4.508 -1.1905 -0.4662 -2.4244
C 1.417 -5.158 3.298 1.0964 1.6194 -0.0791
H 5.680 -3.769 6.766 0.4406 0.6450 -0.0939
H 4.901 -2.645 5.547 -0.1315 0.2659 0.6064
H 5.941 -3.810 4.982 0.1195 -0.7506 0.2134
H 4.563 -5.496 6.167 -0.4191 -0.9410 0.0278
H 3.269 -4.411 6.481 0.0057 0.5549 -0.4530
H 4.066 -5.680 2.534 -0.3751 -0.2029 0.1935
H 5.413 -4.830 3.000 -0.1884 0.8127 0.6540
H 6.275 -6.535 4.449 0.1614 0.2138 -0.1971
H 4.723 -7.187 4.698 -0.1823 -0.3453 -0.0875
H 5.532 -7.497 3.168 -0.1042 0.2871 -0.1994
H 1.745 -4.938 5.297 0.6222 -0.1641 0.4107
H 2.381 -6.477 4.627 0.2613 -0.3195 0.6101
H 1.466 -4.082 3.128 -0.5465 0.4655 0.4567
H 0.390 -5.423 3.552 0.1192 -0.3572 -0.5948
H 1.831 -5.404 2.321 -0.3958 -1.2900 0.0701
O 1.986 -5.663 -5.079 -1.8347 2.6661 1.2560
C 1.434 -4.648 -4.619 4.0697 -3.9454 -0.5247
O 1.929 -4.086 -3.457 -0.3509 -1.6353 -1.2576
C 1.224 -2.928 -3.224 -0.9020 2.5011 0.7094
C 0.430 -2.602 -4.456 -1.0388 2.1964 -0.5105
C 0.354 -3.853 -5.198 -0.3691 -1.1005 -0.8900
H 1.922 -2.110 -3.043 -0.0202 -0.1558 0.5196
H 0.458 -2.985 -2.451 0.6379 -0.4559 0.7411
H 0.881 -1.826 -5.074 0.1552 0.0649 0.1521
H -0.585 -2.275 -4.232 0.2034 0.3784 0.2617
H 0.536 -3.726 -6.265 -0.3718 -0.4234 0.0413
H -0.560 -4.400 -4.967 -0.1877 -0.0692 -0.4754
```
Positions in Å, forces in eV/Å.

LUMO energy in eV: 1.74
Spin multiplicity: 1
HOMO-LUMO gap in eV: 8.874
HOMO in eV: -7.1
DFT total energy in a.u.: -2585.68727
Total charge: -1

=====

No. 3
Entry from the OMol25 dataset: C20H46NdO3P4S as an isolated structure (ωB97M-V/def2-TZVPD).

The geometry in XYZ format:
```
75
Properties=species:S:1:pos:R:3:forces:R:3
Nd -0.367 1.172 0.389 2.2497 0.9990 -2.0870
P -1.272 -1.276 1.499 -0.8705 -1.9000 0.6917
P 2.889 -2.177 -0.934 -0.3163 -0.0962 -0.4188
P -3.121 1.276 -0.178 -1.8144 0.1388 0.1806
H 0.612 2.287 -4.492 -0.0681 1.4909 -0.2943
C 0.122 3.099 -3.914 -0.4305 0.0351 -0.6908
C 0.701 3.770 -2.912 -0.9121 0.3759 -0.6768
H 1.763 4.048 -2.938 -0.3784 -0.8061 0.9190
C -1.955 -2.602 0.437 0.0703 0.1689 -0.2178
C -0.305 -2.378 2.596 0.5624 -0.3125 0.4875
C -2.713 -1.064 2.626 0.0069 0.4665 0.0912
C 4.623 -2.381 -1.326 0.5540 -0.0734 0.0557
C 2.748 -2.404 0.856 0.6502 0.5777 0.1010
C 1.746 -3.445 -1.638 0.1284 0.3564 -0.2590
C -3.189 2.569 -1.463 0.2249 0.1540 -0.1212
C -4.279 1.893 1.109 0.3673 0.1790 0.1269
C -4.130 -0.059 -0.899 0.3981 -0.2283 -0.1986
H -0.908 3.406 -4.210 0.3763 -1.1201 0.6610
H -0.034 4.134 -2.161 0.9664 0.9407 -0.6117
H -2.433 -3.302 1.136 0.0388 -0.0148 -0.4323
H -1.137 -3.100 -0.100 -0.3688 0.0739 0.0686
H -2.689 -2.201 -0.273 0.2347 -0.3125 0.2012
H -1.025 -2.968 3.175 0.2812 -0.1255 -0.2722
H 0.334 -1.822 3.311 -0.5574 -0.8755 -0.5519
H 0.329 -3.040 1.995 -0.3502 -0.0740 0.3238
H -2.798 -1.997 3.195 -0.1318 0.2805 -0.1379
H -3.635 -0.912 2.060 0.1505 0.0282 0.1025
H -2.566 -0.229 3.323 -0.1332 -0.2124 -0.1505
H 4.955 -3.370 -0.989 0.0576 0.1601 -0.1536
H 5.200 -1.608 -0.777 -0.3956 -0.3807 -0.1611
H 4.856 -2.242 -2.390 -0.3046 -0.1582 0.2297
H 3.056 -3.443 1.067 -0.0666 0.4404 0.0156
H 1.740 -2.243 1.242 0.3032 0.0587 -0.3358
H 3.440 -1.686 1.346 -0.3345 -0.5499 -0.1298
H 2.356 -4.300 -1.959 -0.2020 0.1965 0.0015
H 1.148 -3.072 -2.490 0.5153 -0.0310 0.2735
H 1.045 -3.795 -0.866 0.3743 0.1846 -0.1040
H -4.196 2.542 -1.908 0.3533 0.1807 0.0359
H -2.429 2.389 -2.241 -0.2993 0.1100 0.1004
H -3.008 3.561 -1.020 -0.0919 -0.2391 -0.1775
H -5.169 2.303 0.610 0.2255 -0.1080 0.2514
H -3.786 2.678 1.703 -0.3502 -0.1325 -0.1532
H -4.564 1.074 1.784 0.0299 0.3227 -0.2514
H -4.945 0.418 -1.459 0.1232 -0.3247 0.1496
H -4.531 -0.715 -0.112 0.0757 0.2328 -0.3076
H -3.493 -0.648 -1.573 -0.4325 0.0668 -0.0405
C 1.238 0.295 -3.093 -0.0705 0.3647 -1.7518
C -0.041 -0.073 -3.573 1.2407 -0.4057 0.3965
C -0.095 -1.059 -4.564 -0.6463 -0.1450 -0.3721
C 1.063 -1.619 -5.128 -0.3562 0.0672 0.7151
C 2.321 -1.102 -4.763 -0.2917 -0.3581 -1.1730
C 2.381 -0.032 -3.892 -0.1220 0.4030 1.1385
S 1.532 1.341 -1.730 -0.7763 -0.4489 2.0622
H 2.615 -0.839 -1.377 -0.3203 -0.7197 0.5536
H -0.921 0.481 -3.232 0.1254 -0.4861 0.1049
H -1.093 -1.381 -4.911 0.7259 0.1716 0.0420
H 0.953 -2.413 -5.868 0.1937 0.2611 0.2475
H 3.220 -1.497 -5.265 -0.5017 0.5148 0.1941
H 3.261 0.645 -3.840 -0.3549 -0.9936 0.4208
C 1.034 0.871 5.817 -0.0992 -0.0221 1.3000
O 1.405 0.828 4.414 -0.4797 0.2445 -0.8232
P 0.637 0.424 3.096 1.5936 2.1394 -0.1069
O -0.648 1.509 2.819 0.1126 -0.0835 0.8116
C -0.814 2.742 3.602 -0.2519 0.1640 0.2615
O 1.632 1.262 1.889 -1.3730 -1.5679 1.3278
C 2.592 2.243 2.312 0.4148 0.7506 -0.2110
H -0.048 1.059 5.967 0.6602 -0.0722 -0.2648
H 1.630 1.691 6.260 -0.4386 -0.4909 -0.2861
H 1.297 -0.079 6.327 -0.0692 0.5312 -0.5795
H -1.070 2.458 4.645 0.1728 0.4230 -0.7933
H 0.107 3.330 3.541 -0.2182 -0.0768 0.2377
H -1.634 3.315 3.142 0.2449 -0.3022 0.2778
H 2.752 2.892 1.445 0.1333 -0.0707 0.2410
H 2.182 2.828 3.144 0.4210 -0.1532 -0.2004
H 3.525 1.741 2.578 -0.1789 0.2184 0.0964
```
Positions in Å, forces in eV/Å.

LUMO energy (spin up / spin down) in eV: -9.51 / -9.33
Spin multiplicity: 4
HOMO-LUMO gap (spin up / spin down) in eV: 5.220 / 5.420
HOMO (spin up / spin down) in eV: -14.7 / -14.8
DFT total energy in a.u.: -3339.40544
Energy relative to the best compared isomer or geometry (same formula, charge and spin) in kcal/mol: 36.32
Total charge: +3